Below is 2 unconnected molecules or ions with the total composition C2H4Cl2Si, with properties calculated with ωB97M-V/def2-TZVPD.

The HOMO-LUMO gap comes out at 7.8188 eV. The calculation puts the energy above the lowest of the compared OMol25 structures with the same formula, charge and spin at 125.1 kcal per mole. The value obtained for the LUMO energy is -2.036 eV. Its total charge is 0.

Positions of all 9 atoms, in Å:
C -2.217203 0.824608 -0.552528
C -0.909979 0.566190 -0.607947
Si 0.647518 -0.229007 -0.102906
Cl -3.187227 1.535499 -1.789825
Cl -0.302588 0.830775 -3.170572
H -2.608141 0.589282 0.417769
H 0.863589 -1.227040 -1.169462
H 1.498463 0.775298 -0.600308
H 0.628354 -0.288306 1.505784

Atoms 1-2, force components in eV/Å:
C 2.251 0.180 -1.045
C -2.650 0.546 -2.729

---

Below is a molecular structure, C7H15F2N2O3P, with properties calculated with ωB97M-V/def2-TZVPD.

The HOMO-LUMO gap comes out at 10.0442 eV. The calculation puts the energy above the lowest of the compared OMol25 structures with the same formula, charge and spin at 0.0 kcal per mole. The value obtained for the LUMO energy is 0.601 eV. Its total charge is 0.

Positions of all 30 atoms, in Å:
C -3.392504 -0.679492 -0.049465
C -0.014689 -2.674612 -0.176099
C 0.355363 -1.234492 -2.083408
C 1.402808 1.070486 0.683869
C -0.095259 2.324023 -0.917558
C -1.714468 0.525936 2.364467
C -2.535907 0.556087 -0.487018
N 0.267945 -1.307384 -0.606400
N 0.119125 1.220662 0.117076
O -4.592553 -0.648623 0.259192
O -2.518117 -1.616816 0.012602
O -0.766078 -0.383471 1.702117
F -2.556563 0.846934 -1.810578
F -2.766170 1.717557 0.114421
P -0.827824 -0.192682 0.109705
H 0.163632 -2.579900 0.896729
H -0.911910 -3.149415 -0.609746
H 0.798043 -3.204293 -0.484878
H 1.066582 -0.547922 -2.289121
H 0.724495 -2.251360 -2.348003
H -0.584869 -1.065545 -2.518068
H 1.816328 0.089152 0.842345
H 2.063637 1.608239 -0.026148
H 1.290783 1.602787 1.647404
H -1.024098 2.327384 -1.570424
H -0.031653 3.209773 -0.400958
H 0.831249 2.487916 -1.626402
H -1.395975 0.425133 3.494256
H -2.783128 0.063959 2.304584
H -1.536586 1.629687 2.077746

Atoms 1-2, force components in eV/Å:
C -1.472 0.180 0.586
C -0.661 1.197 1.065

---

Below is a molecular structure, C30H32AsBrCoN2O2, with properties calculated with ωB97M-V/def2-TZVPD.

The HOMO-LUMO gap (alpha / beta) comes out at 6.9956 / 7.5331 eV. As for the expectation value of S²: 3.766. The value obtained for the LUMO energy (alpha / beta) is -0.159 / -0.169 eV. Its total charge is 0. The spin multiplicity is 4.

Positions of all 69 atoms, in Å:
Co 0.194895 -0.376191 -0.724467
C 1.444867 0.518832 -2.990573
C 0.460359 -0.411985 -3.356991
C 0.642144 -1.576120 -2.589520
C 1.771325 -1.368955 -1.739531
C 2.255831 -0.060801 -1.997790
H 1.571852 1.505343 -3.412156
H -0.324858 -0.245432 -4.078589
H 0.105909 -2.504155 -2.719807
H 2.302413 -2.126258 -1.181023
H 3.147687 0.378658 -1.574752
O -1.132203 4.453507 -2.513238
C -2.322197 4.067991 -1.954515
C -3.459274 4.859800 -2.050155
C -4.634896 4.460404 -1.434450
C -4.676011 3.274761 -0.717889
C -3.539234 2.484342 -0.634938
C -2.359257 2.859821 -1.254351
C -1.140042 1.950006 -1.235311
O -1.437508 0.642714 -1.104569
N -0.257496 2.382573 -0.102725
N 0.582081 1.463061 0.356000
C 1.645793 1.844130 0.977589
C 2.588650 0.968827 1.620956
Br 2.028526 -0.843859 1.906718
C 3.792987 1.279393 2.122719
C 4.506527 2.548807 2.000029
C 4.402032 3.380610 0.880896
C 5.090918 4.581313 0.828653
C 5.906863 4.966865 1.881373
C 6.047911 4.133665 2.983270
C 5.361045 2.934111 3.038304
H -1.261435 5.256479 -3.024192
H -3.424310 5.795191 -2.599835
H -5.520342 5.077620 -1.516673
H -5.591114 2.966161 -0.229059
H -3.556384 1.539852 -0.105851
H -0.570096 2.161869 -2.156239
H 0.085091 3.336387 -0.151008
H 1.853311 2.909661 1.059780
H 4.284427 0.520841 2.719834
H 3.815293 3.057674 0.030971
H 4.999786 5.213209 -0.045644
H 6.447091 5.903436 1.835506
H 6.700776 4.421641 3.797067
H 5.471421 2.287844 3.900914
C -1.751098 -2.411623 2.117427
As -1.195460 -2.162906 0.254485
C -2.939547 -2.288584 -0.598545
C -0.361840 -3.953970 0.001883
C -1.187106 -5.109115 0.471985
C -2.277270 -5.553786 -0.276861
C -3.069583 -6.599224 0.169691
C -2.778438 -7.229174 1.371917
C -1.681304 -6.815997 2.111757
C -0.893633 -5.764609 1.665179
H -2.462638 -3.234289 2.173944
H -2.212743 -1.502717 2.499797
H -0.881297 -2.647391 2.729541
H -3.565670 -3.057713 -0.151328
H -2.826689 -2.466566 -1.667324
H -3.405127 -1.310585 -0.477864
H 0.574661 -3.894308 0.559783
H -0.116845 -4.049827 -1.055918
H -2.488827 -5.083009 -1.229288
H -3.913688 -6.926677 -0.424091
H -3.399274 -8.042719 1.724164
H -1.432271 -7.320021 3.037074
H -0.035465 -5.448831 2.247849

Atoms 1-2, force components in eV/Å:
Co -0.162 0.682 -0.032
C 0.053 0.018 0.068

---

Below is 2 unconnected molecules or ions with the total composition C6H15NO, with properties calculated with ωB97M-V/def2-TZVPD.

The HOMO-LUMO gap comes out at 9.1361 eV. The calculation puts the energy above the lowest of the compared OMol25 structures with the same formula, charge and spin at 68.7 kcal per mole. The value obtained for the LUMO energy is 0.567 eV. As for the SMILES: CCN1CCCC1.O. Its total charge is 0.

Positions of all 23 atoms, in Å:
C 1.253748 -0.202872 -0.271210
N 0.834619 0.406799 1.014134
C -0.445433 -0.214037 1.428568
C -0.155566 -1.579952 2.106053
C 0.469582 1.817045 0.610640
C 0.559870 1.902742 -0.951531
C 0.456516 0.431971 -1.422796
H 2.321681 -0.333597 -0.352424
H 0.857320 -1.221680 -0.226532
H -1.111217 -0.389662 0.611704
H -0.987936 0.610511 1.986180
H -0.015399 -1.354127 3.215095
H 0.711694 -2.077488 1.797368
H -0.991459 -2.246848 1.870424
H 0.968480 2.515982 1.177243
H -0.470887 2.055164 0.864941
H 1.421140 2.272660 -1.393304
H -0.090898 2.621709 -1.481793
H 0.947068 0.247338 -2.385543
H -0.616444 0.140294 -1.275766
H -2.327533 -1.112935 -2.333426
H -1.898987 -2.456443 -2.633921
O -1.689958 -1.832575 -1.954104

Atoms 1-2, force components in eV/Å:
C -1.554 -2.190 0.415
N -1.046 1.437 -1.347

---

Below is 3 unconnected molecules or ions with the total composition C4H13NO2, with properties calculated with ωB97M-V/def2-TZVPD.

The HOMO-LUMO gap comes out at 9.6480 eV. The calculation puts the energy above the lowest of the compared OMol25 structures with the same formula, charge and spin at 41.5 kcal per mole. The value obtained for the LUMO energy is 0.606 eV. As for the SMILES: C=CCNC.O.O. Its total charge is 0.

Positions of all 20 atoms, in Å:
C -0.955899 0.935734 0.841139
N 0.454040 0.754665 0.357351
C 0.699377 1.428841 -0.917413
C -0.607252 -0.416500 -2.133071
C -0.300907 0.851550 -1.984835
H -1.096110 0.357798 1.765641
H -1.708757 0.567961 0.132986
H -0.991733 2.006608 1.091780
H 0.625182 -0.246980 0.272828
H 0.530229 2.485685 -0.746264
H 1.704173 1.180563 -1.218789
H -1.136528 -0.766420 -3.002798
H -0.420776 -1.289985 -1.479717
H -0.669584 1.573954 -2.717626
H 1.090789 -0.840911 3.183282
H 1.860937 0.335851 2.346970
O 1.898553 -0.365978 3.002421
H -0.716256 -2.562624 -0.209574
H 0.257182 -3.283069 0.685417
O -0.516651 -2.706737 0.730269

Atoms 1-2, force components in eV/Å:
C 1.474 -0.084 0.303
N -0.554 -0.376 0.806

---

Below is a molecular structure, C4H7N2O3, with properties calculated with ωB97M-V/def2-TZVPD.

The HOMO-LUMO gap comes out at 8.5172 eV. The calculation puts the energy above the lowest of the compared OMol25 structures with the same formula, charge and spin at 61.9 kcal per mole. The value obtained for the LUMO energy is 3.805 eV. Its total charge is -1.

Positions of all 16 atoms, in Å:
C 0.314515 -1.280666 0.632996
C -0.624300 0.070748 -1.386986
C -1.408260 0.624506 0.956768
C -0.288807 0.028005 0.131715
N 1.108659 1.163138 0.157468
N 2.097726 0.447466 -0.003327
O 1.972215 -0.851552 -0.046600
O 0.017587 -2.345278 0.115123
O 3.224952 0.963088 -0.098616
H 0.605864 -1.089476 1.653812
H -1.364744 -0.709186 -1.709790
H 0.326121 -0.203148 -2.003730
H -0.784706 1.230662 -1.573761
H -1.924404 -0.374717 1.350832
H -2.199404 0.894186 0.216463
H -1.073007 1.432217 1.607626

Atoms 1-2, force components in eV/Å:
C -0.329 1.418 -1.379
C 2.038 0.809 -0.558

---

no.,calculated total energy (eV)
1,-35057.143
2,-31346.422
3,-207210.754
4,-10000.777
5,-9942.398
6,-13380.309